Below is the ion C2IN2O with charge +1 at a distorted geometry, with properties calculated with the ωB97M-V functional and the def2-TZVPD basis.

XYZ file:
```
6
Properties=species:S:1:pos:R:3:forces:R:3
C -0.294823 -1.376380 -0.654269 0.8 0.3 1.2
C 0.174462 0.972440 0.510271 2.3 -0.2 1.4
N 0.692499 -0.097251 0.644773 -2.4 2.2 -1.2
N 0.550452 -1.365711 0.223928 2.8 -1.1 2.1
O -1.139218 -1.111973 -1.320048 -3.4 -0.1 -3.4
I 0.016628 2.978874 0.595344 -0.1 -1.1 -0.1
```
Forces are in eV/Å.

Properties
net charge: +1
SMILES: O=C=N[N+]#CI
highest occupied orbital energy: -15.568 eV
relative energy (zero: lowest compared OMol25 entry of this formula, charge and spin): 10.80 kcal/mol
lowest unoccupied orbital energy: -6.9 eV